i:
Density functional theory data (ωB97M-V/def2-TZVPD) for one molecule with the formula C3H6N2S.

Element x y z (Å)
C -1.1361 -0.1819 -0.2537
C -2.0113 -1.2287 -0.2392
C 0.7319 1.2780 -0.1090
N 0.0361 0.0931 0.3596
N 2.7796 -0.5553 0.5112
S 1.6055 -0.2175 -0.4899
H -1.3286 0.7391 -0.7966
H -3.0295 -1.3494 -0.6966
H -1.9383 -2.0849 0.4133
H 0.3281 1.9813 -0.9336
H 1.2838 1.8115 0.6708
H 2.6790 -0.2851 1.5636

Summary:
LUMO   0.45 eV
Total charge   0
E_HOMO   -8.42 eV
Molar mass   102.16 g mol⁻¹

Results of the natural (NBO) charge analysis, in e, for atoms 1 through 4: number 1, C, carries -0.033; number 2, C, carries -0.443; number 3, C, carries -0.445; number 4, N, carries -0.564


ii:
Density functional theory data (ωB97M-V/def2-TZVPD) for a 2-piece molecular cluster, C3H6N2S overall.

Element x y z (Å)
C 0.7986 -1.3168 0.3668
C 1.6990 -0.4650 -0.4901
C -1.9888 1.0548 -0.0120
N -0.1860 -0.7431 0.9269
N -0.2402 0.5587 0.8488
S 1.0557 1.2068 -0.1564
H 0.9859 -2.3652 0.5138
H 2.7475 -0.5103 -0.1957
H 1.6092 -0.7326 -1.5487
H -1.6463 1.5222 -0.9123
H -2.4564 0.0912 -0.0942
H -2.3782 1.6993 0.7531

Summary:
LUMO (alpha / beta)   0.46 / 0.46 eV
Total charge   0
E_HOMO (alpha / beta)   -7.65 / -7.66 eV
Molar mass   102.16 g mol⁻¹

Results of the natural (NBO) charge analysis, in e, for atoms 1 through 4: number 1, C, carries 0.011; number 2, C, carries -0.613; number 3, C, carries -0.345; number 4, N, carries -0.228


Best to worst by energy: ii, i.


i:
Density functional theory data (ωB97M-V/def2-TZVPD) for one molecule with the formula CHClF2O.

Element x y z (Å)
F -1.1923 -1.0751 0.0566
C -0.1718 -0.2537 -0.3993
F -0.4962 0.0843 -1.5731
O -0.0927 1.0332 0.5028
Cl 1.0489 0.8348 1.7407
H 0.9042 -0.6235 -0.3277

Summary:
LUMO   -0.12 eV
Total charge   0
SMILES   FC(F)OCl
E_HOMO   -10.85 eV
Molar mass   102.47 g mol⁻¹

Results of the natural (NBO) charge analysis, in e, for atoms 1 through 4: number 1, F, carries -0.332; number 2, C, carries 0.797; number 3, F, carries -0.281; number 4, O, carries -0.554


ii:
Density functional theory data (ωB97M-V/def2-TZVPD) for one molecule with the formula CHClF2O.

Element x y z (Å)
C -0.9797 1.1814 0.1641
O 1.8990 -1.1615 0.0883
F -1.1087 1.4138 -1.1088
F -1.9511 0.3283 0.4384
Cl 0.6739 0.2143 0.3129
H 1.4666 -1.9763 0.1050

Summary:
LUMO (alpha / beta)   -2.15 / -2.14 eV
Total charge   0
E_HOMO (alpha / beta)   -10.64 / -10.64 eV
Molar mass   102.47 g mol⁻¹

Results of the natural (NBO) charge analysis, in e, for atoms 1 through 4: number 1, C, carries 0.651; number 2, O, carries -0.746; number 3, F, carries -0.302; number 4, F, carries -0.314


Best to worst by energy: i, ii.


i:
Density functional theory data (ωB97M-V/def2-TZVPD) for a 3-piece molecular cluster, C4H14N2O2 overall.

Element x y z (Å)
H -1.2942 1.9900 2.2761
N -0.4033 1.9106 1.7895
C -0.5823 1.5271 0.5913
N 0.4739 1.3693 -0.2584
C 0.3593 0.4586 -1.3953
C 1.1226 -0.8471 -1.1304
C 0.4290 -1.7356 -0.1048
H -1.5707 1.3373 0.1797
H 1.3655 1.2929 0.2170
H 0.6633 0.9355 -2.3200
H -0.6977 0.2090 -1.4600
H 1.2525 -1.3757 -2.0730
H 2.1184 -0.5711 -0.7625
H 0.4326 -1.3176 0.9065
H -0.6242 -1.9049 -0.3813
H 0.9238 -2.7147 -0.0749
O 2.1886 0.6920 2.3527
H 2.0078 0.0684 3.0616
H 1.6185 1.4662 2.5145
O -3.6007 -0.8951 -1.1232
H -3.4081 -0.6590 -2.0369
H -2.7745 -1.2361 -0.7684

Summary:
LUMO   0.68 eV
Total charge   0
SMILES   [H]/N=C/NCCC.O.O
E_HOMO   -9.03 eV
Molar mass   122.17 g mol⁻¹

Results of the natural (NBO) charge analysis, in e, for atoms 1 through 4: number 1, H, carries 0.346; number 2, N, carries -0.765; number 3, C, carries 0.292; number 4, N, carries -0.612


ii:
Density functional theory data (ωB97M-V/def2-TZVPD) for a 3-piece molecular cluster, C4H14N2O2 overall.

Element x y z (Å)
C -0.9022 1.3262 -0.6876
C -1.2894 0.4654 0.5230
C -0.2419 -0.5244 1.0389
N -1.3538 -2.0098 -1.4029
C -0.2664 -2.4204 -0.5479
N 0.4355 -1.2438 -0.0169
H 0.0877 1.7501 -0.5586
H -0.9798 0.6811 -1.5435
H -1.6599 2.1095 -0.7774
H -1.5367 1.2025 1.2923
H -2.2492 0.0220 0.2523
H -0.6473 -1.2068 1.7824
H 0.4695 0.0850 1.5846
H -1.1605 -2.3894 -2.3531
H -1.2221 -2.5158 0.0680
H 0.4838 -3.0999 -0.9219
H 1.8986 1.7841 0.7067
H 2.3592 2.6014 1.9676
O 1.6107 2.1317 1.6098
H 0.9766 -0.5970 -0.6050
H 3.0577 0.9951 -0.8093
O 2.1298 0.8533 -0.6016

Summary:
LUMO   -3.95 eV
Total charge   0
E_HOMO   -8.38 eV
Molar mass   122.17 g mol⁻¹

Results of the natural (NBO) charge analysis, in e, for atoms 1 through 4: number 1, C, carries -0.615; number 2, C, carries -0.396; number 3, C, carries -0.277; number 4, N, carries -0.346


Best to worst by energy: i, ii.


i:
Density functional theory data (ωB97M-V/def2-TZVPD) for a 3-piece molecular cluster, C4H14N2O2 overall.

Element x y z (Å)
H 4.1508 0.4029 -0.6738
N 3.1768 0.4929 -0.6383
C 2.3662 -0.4319 -0.1922
N 1.2100 -0.1785 0.4875
C 0.2592 -1.2939 0.8047
C -0.7786 -0.9052 1.7562
C -2.2327 -0.8370 1.0970
H 2.6659 -1.4783 -0.1999
H 1.0576 0.7705 0.9664
H 0.7519 -2.2520 0.8051
H -0.2236 -1.5003 -0.1836
H -0.7267 -1.4106 2.5900
H -0.5194 0.1400 2.0402
H -2.4681 -1.8863 0.9981
H -3.0769 -0.2798 1.6537
H -2.0035 -0.4958 0.1592
O -0.9385 0.8664 -3.0691
H -0.2325 0.1606 -3.0733
H -0.4647 1.5435 -2.5847
O -0.6917 2.9023 -1.2613
H -0.7048 2.1126 -0.8068
H -0.5764 3.5579 -0.6753

Summary:
LUMO   0.63 eV
Total charge   0
SMILES   [H]/N=C/NCCC.O.O
E_HOMO   -8.76 eV
Molar mass   122.17 g mol⁻¹

Results of the natural (NBO) charge analysis, in e, for atoms 1 through 4: number 1, H, carries 0.362; number 2, N, carries -0.776; number 3, C, carries 0.298; number 4, N, carries -0.623


ii:
Density functional theory data (ωB97M-V/def2-TZVPD) for a 2-piece molecular cluster, C4H14N2O2 overall.

Element x y z (Å)
N -1.0695 0.2106 -2.2648
C 0.1683 -0.0870 -1.5145
C -0.0637 0.3485 0.1711
N -0.7865 1.5471 0.3440
C 1.2557 0.4260 0.8741
C 1.0089 0.1382 2.3452
O 0.7158 1.1823 3.2364
H -1.0743 -0.1550 -3.2121
H -1.9047 -0.1941 -1.9039
H 0.5950 -1.1053 -1.4742
H 0.9207 0.5604 -1.8291
H -0.6988 -0.5631 0.3153
H -1.3436 1.7367 -0.4384
H -0.1411 2.4430 0.4451
H 1.9325 1.2371 0.5707
H 1.9517 -0.4934 0.6252
H 0.1925 -0.6091 2.4654
H 1.9501 -0.3057 2.7923
H -0.3801 1.3202 3.2928
O -1.1375 -2.4020 -1.2871
H -1.7499 -2.6180 -1.9793
H -0.3413 -2.6175 -1.5741

Summary:
LUMO   0.60 eV
Total charge   0
SMILES   NC[C@H](N)CCO.O
E_HOMO   -8.42 eV
Molar mass   122.17 g mol⁻¹

Results of the natural (NBO) charge analysis, in e, for atoms 1 through 4: number 1, N, carries -0.859; number 2, C, carries -0.219; number 3, C, carries -0.035; number 4, N, carries -0.848


iii:
Density functional theory data (ωB97M-V/def2-TZVPD) for a 3-piece molecular cluster, C4H14N2O2 overall.

Element x y z (Å)
C 1.3830 1.0135 1.7142
C 0.4469 0.4862 0.9180
N 0.6213 -0.8081 0.3753
C -0.8314 1.1353 0.5756
C -1.2821 1.0234 -0.8701
N -0.1873 1.1985 -1.8244
H 2.2706 0.4758 1.9763
H 1.2959 2.0558 1.9716
H 0.1159 -0.9282 -0.4910
H 1.5896 -1.0625 0.2637
H -1.6311 0.7344 1.2137
H -0.8419 2.1610 0.9440
H -1.7267 0.0269 -1.0073
H -2.1695 1.6379 -1.0556
H -0.4936 1.7525 -2.6137
H 0.5619 1.7564 -1.4212
O -0.9958 -2.1827 2.5083
H -0.3457 -2.0541 1.7975
H -0.5979 -2.8461 3.0727
O 0.5608 -1.9727 -2.6440
H 1.3528 -2.5168 -2.6643
H 0.9042 -1.0862 -2.7392

Summary:
LUMO   0.75 eV
Total charge   0
SMILES   C=C(N)CCN.O.O
E_HOMO   -8.35 eV
Molar mass   122.17 g mol⁻¹

Results of the natural (NBO) charge analysis, in e, for atoms 1 through 4: number 1, C, carries -0.506; number 2, C, carries 0.200; number 3, N, carries -0.855; number 4, C, carries -0.476


iv:
Density functional theory data (ωB97M-V/def2-TZVPD) for a 3-piece molecular cluster, C4H14N2O2 overall.

Element x y z (Å)
N 0.6511 1.3425 -1.6106
C 0.6887 -0.9207 1.4083
C 1.4631 0.1717 1.9768
O 1.6564 1.2611 0.9754
C -0.7716 -0.6370 1.3997
N -1.3331 -0.3824 0.0568
C -0.7615 -1.4347 -0.8657
H -0.1992 1.0056 -2.0647
H 1.2793 1.5855 -2.2658
H 1.1249 -1.9369 1.3749
H 2.4145 -0.1392 2.2527
H 0.9647 0.6498 2.8356
H 1.6337 0.8195 0.1346
H -1.3950 -1.4617 1.8182
H -0.8718 0.2557 2.0396
H -1.1397 0.5635 -0.4882
H -1.1123 -2.4127 -0.5742
H -1.0985 -1.2263 -1.9072
H 0.3557 -1.3755 -0.8247
H -2.5294 1.5568 -2.5377
H 0.8267 1.8289 -0.6457
O -1.8468 0.8864 -2.4880

Summary:
LUMO   -3.84 eV
Total charge   0
E_HOMO   -7.57 eV
Molar mass   122.17 g mol⁻¹

Results of the natural (NBO) charge analysis, in e, for atoms 1 through 4: number 1, N, carries -1.149; number 2, C, carries 0.251; number 3, C, carries -0.202; number 4, O, carries -0.694


Best to worst by energy: iii, i, ii, iv.


i:
Density functional theory data (ωB97M-V/def2-TZVPD) for C4H14N2O2 as an isolated structure.

Element x y z (Å)
C -1.1265 0.5377 -2.0593
C 0.1750 1.2881 -1.6667
C 1.0931 0.2870 -0.9283
N 0.2938 -0.1898 0.2753
C 1.2722 -0.8130 1.1305
N 1.2879 -0.5490 2.4316
H -1.7663 0.5338 -1.1776
H -0.9662 -0.4877 -2.3799
H -1.6480 1.1191 -2.8184
H 0.5639 1.6381 -2.6227
H 0.0686 2.1033 -0.9538
H 2.0111 0.7095 -0.5305
H 1.2831 -0.5538 -1.5937
H 0.0090 0.5322 0.9601
H 2.0307 -1.4251 0.6383
H 0.4852 -1.3118 2.0457
H 0.4005 0.4080 2.7115
H -0.3554 1.6840 3.5428
O -0.5483 1.0152 2.8792
H -2.1813 -2.3049 0.4403
H -0.9366 -1.7003 -0.1865
O -1.4456 -2.5208 -0.1378

Summary:
LUMO   0.24 eV
Total charge   0
E_HOMO   -9.35 eV
Molar mass   122.17 g mol⁻¹

Results of the natural (NBO) charge analysis, in e, for atoms 1 through 4: number 1, C, carries -0.615; number 2, C, carries -0.405; number 3, C, carries -0.221; number 4, N, carries -0.679


ii:
Density functional theory data (ωB97M-V/def2-TZVPD) for a 3-piece molecular cluster, C4H14N2O2 overall.

Element x y z (Å)
C -1.4081 -0.7666 1.7928
C -0.4310 -0.4156 0.9689
N -0.5733 0.8999 0.3479
C 0.7245 -1.1819 0.6716
C 1.2689 -1.2514 -0.8151
N 0.2046 -1.3465 -1.8408
H -2.3001 -0.0701 2.0241
H -1.4551 -1.8684 2.0438
H -0.0869 0.9394 -0.5587
H -1.5183 1.2034 0.2675
H 1.5632 -0.8448 1.3146
H 0.6375 -2.2285 1.1766
H 1.8488 -0.3555 -0.9858
H 2.1083 -1.9336 -0.9156
H 0.4871 -2.0120 -2.5824
H -0.6280 -1.7644 -1.5084
O 1.2212 2.3014 2.3567
H 0.5336 2.1864 1.6831
H 0.9106 2.9308 2.8327
O -0.6241 1.9672 -2.7456
H -1.4104 2.5649 -2.7355
H -1.0728 1.0458 -2.7925

Summary:
LUMO   0.67 eV
Total charge   0
SMILES   C=C(N)CCN.O.O
E_HOMO   -8.38 eV
Molar mass   122.17 g mol⁻¹

Results of the natural (NBO) charge analysis, in e, for atoms 1 through 4: number 1, C, carries -0.486; number 2, C, carries 0.165; number 3, N, carries -0.866; number 4, C, carries -0.476


iii:
Density functional theory data (ωB97M-V/def2-TZVPD) for a 3-piece molecular cluster, C4H14N2O2 overall.

Element x y z (Å)
N -2.3202 -0.7253 -1.5391
C -1.2455 -0.3943 -0.7263
C -0.6831 0.8147 -0.7245
C 0.6191 1.3010 -0.1456
C 1.0072 0.6898 1.1781
N 1.7292 -0.5600 0.9866
H -2.9899 -1.4127 -1.2450
H -2.6684 0.0006 -2.1412
H -0.8493 -1.2684 -0.2183
H -1.2280 1.5639 -1.2759
H 0.5184 2.3867 -0.1542
H 1.4860 1.1327 -0.7845
H 0.1829 0.6253 1.8931
H 1.6175 1.3644 1.7907
H 2.0626 -0.9372 1.8632
H 1.1832 -1.2540 0.4934
O -1.1829 -1.0525 2.9008
H -1.8359 -0.3635 2.7374
H -0.5033 -0.8396 2.2492
O 1.9071 -0.3052 -2.7188
H 2.2416 -0.4054 -1.8188
H 0.9516 -0.3609 -2.6003

Summary:
LUMO   0.77 eV
Total charge   0
SMILES   N/C=C/CCN.O.O
E_HOMO   -8.44 eV
Molar mass   122.17 g mol⁻¹

Results of the natural (NBO) charge analysis, in e, for atoms 1 through 4: number 1, N, carries -0.821; number 2, C, carries -0.009; number 3, C, carries -0.301; number 4, C, carries -0.452


Best to worst by energy: iii, ii, i.


i:
Density functional theory data (ωB97M-V/def2-TZVPD) for one molecule with the formula C4H11NOS2.

Element x y z (Å)
C 2.2829 -0.6128 2.2192
N 1.6246 -1.4446 1.2502
C 0.4963 -0.9441 0.4172
C -0.7942 -0.9564 1.2438
O -1.6687 -2.0167 0.7693
C 0.9488 0.3834 -0.1246
S 0.1936 1.0158 -1.6290
S -1.7457 1.4043 -1.2633
H 1.5811 -0.2275 2.9872
H 2.6981 0.3133 1.8135
H 3.0777 -1.1514 2.6956
H 1.4531 -2.3924 1.5422
H 0.4468 -1.7162 -0.3490
H -0.6640 -1.2343 2.2885
H -1.4250 -0.0732 1.1722
H -1.6543 -2.0949 -0.1934
H 1.0552 1.1736 0.6210
H 2.0084 0.2716 -0.3797
H -1.7053 2.5960 -0.6450

Summary:
LUMO   0.60 eV
Total charge   0
SMILES   CN[C@@H](CO)CSS
E_HOMO   -8.62 eV
Molar mass   153.27 g mol⁻¹

Results of the natural (NBO) charge analysis, in e, for atoms 1 through 4: number 1, C, carries -0.413; number 2, N, carries -0.642; number 3, C, carries -0.098; number 4, C, carries -0.087


ii:
Density functional theory data (ωB97M-V/def2-TZVPD) for a 2-piece molecular cluster, C4H11NOS2 overall.

Element x y z (Å)
N 0.1002 -3.2828 -0.3796
C 0.1746 -1.8039 -0.7323
C 0.9101 -1.1133 0.2919
O 0.2067 -0.8748 1.5717
C 0.6394 -1.4781 -2.0586
S 0.3923 2.2194 1.5030
S -1.1809 1.5921 0.1506
C -0.5444 1.0796 -1.6492
H -0.4188 -3.7021 -1.1032
H 1.0760 -3.5776 -0.6284
H -0.9544 -1.4907 -0.5511
H 1.1030 -0.1294 -0.1069
H 1.9060 -1.5437 0.4230
H 0.2819 0.0428 1.7407
H 1.6595 -1.9342 -2.2555
H -0.0945 -1.7093 -2.8399
H 0.3438 1.6496 -1.9632
H -0.2793 -0.0359 -1.8847
H -1.4387 1.3190 -2.3156

Summary:
LUMO   -3.49 eV
Total charge   0
E_HOMO   -7.53 eV
Molar mass   153.27 g mol⁻¹

Results of the natural (NBO) charge analysis, in e, for atoms 1 through 4: number 1, N, carries -0.721; number 2, C, carries -0.201; number 3, C, carries -0.089; number 4, O, carries -0.731


Best to worst by energy: i, ii.